2 unconnected molecules or ions with the total composition C3H11N3 in a non-equilibrium geometry. Source: OMol25; level of theory: the ωB97M-V functional and the def2-TZVPD basis.

Properties
Structure (SMILES): [H]/N=C/N.CNC
E_tot (eV): -7758.3876
Gap between HOMO and LUMO (eV): 9.287
Relative energy (zero: lowest compared OMol25 entry of this formula, charge and spin) (kcal/mol): 39.1
Highest occupied orbital energy (eV): -8.21

Each line ends with the natural charge from an NBO analysis.
Positions of all 17 atoms, in Å:
N1 -1.610 2.089 1.355  -0.65
H1 2.338 -1.732 -4.044  0.35
H2 -2.992 3.561 2.089  0.16
N2 1.872 -2.393 -3.439  -0.73
H3 -1.095 2.168 3.388  0.19
H4 1.037 -4.069 -1.829  0.41
H5 0.052 1.230 2.232  0.19
C1 -0.966 1.498 2.542  -0.42
H6 3.638 -3.422 -3.006  0.14
H7 2.742 -4.754 -1.638  0.40
H8 -1.303 4.109 1.589  0.19
H9 -2.588 3.679 0.438  0.20
H10 -1.376 0.494 2.712  0.19
C2 -2.139 3.438 1.398  -0.41
H11 -2.235 1.430 0.927  0.35
C3 2.591 -3.198 -2.792  0.28
N3 2.033 -4.129 -1.921  -0.84

=====

A molecular structure, C3H11N3O in a non-equilibrium geometry. Source: OMol25; level of theory: the ωB97M-V functional and the def2-TZVPD basis.

Properties
E_tot (eV): -9803.7526
Gap between HOMO and LUMO (eV): 8.179
Relative energy (zero: lowest compared OMol25 entry of this formula, charge and spin) (kcal/mol): 98.0
Highest occupied orbital energy (eV): -7.81

Each line ends with the natural charge from an NBO analysis.
Positions of all 18 atoms, in Å:
H1 -0.487 -2.160 1.853  0.19
N1 1.267 0.767 -0.535  -0.32
H2 2.452 0.023 -1.859  0.47
H3 1.816 2.812 -0.606  0.21
O1 2.558 0.320 -0.943  -0.55
H4 0.903 2.200 -2.009  0.20
H5 -1.946 0.910 0.274  0.13
H6 -2.772 -1.564 1.501  0.32
C1 -1.860 -0.125 0.617  0.28
N2 -2.896 -0.600 1.194  -0.77
H7 -1.091 -2.740 0.294  0.18
C2 -0.395 -2.034 0.765  -0.43
H8 0.231 -0.062 -0.488  0.43
H9 0.617 -2.323 0.476  0.19
H10 1.174 0.643 0.504  0.41
H11 0.068 2.449 -0.459  0.23
N3 -0.643 -0.668 0.347  -0.74
C3 1.004 2.153 -0.927  -0.43

=====

2 unconnected molecules or ions with the total composition C3H11N3O in a non-equilibrium geometry. Source: OMol25; level of theory: the ωB97M-V functional and the def2-TZVPD basis.

Properties
Structure (SMILES): [H]/N=C(\N)NCC.O
E_tot (eV): -9807.0041
Gap between HOMO and LUMO (eV): 9.469
Relative energy (zero: lowest compared OMol25 entry of this formula, charge and spin) (kcal/mol): 23.0
Highest occupied orbital energy (eV): -8.75

Each line ends with the natural charge from an NBO analysis.
Positions of all 18 atoms, in Å:
H1 -0.580 -2.945 -1.073  0.22
H2 1.009 -0.950 -0.938  0.20
N1 -0.159 -0.006 1.487  -0.86
H3 3.003 1.397 1.304  0.48
H4 2.158 1.763 -0.023  0.49
C1 -0.678 0.905 0.545  0.58
C2 -0.986 -1.967 -0.938  -0.64
H5 -1.153 1.042 -1.333  0.40
N2 -0.449 0.525 -0.795  -0.64
O1 2.669 1.089 0.436  -0.97
N3 -1.075 2.095 0.780  -0.77
H6 -0.067 0.444 2.399  0.37
C3 -0.074 -0.800 -1.189  -0.23
H7 -1.417 -1.895 0.110  0.22
H8 0.680 -0.507 1.259  0.40
H9 -1.037 2.251 1.791  0.33
H10 0.004 -0.662 -2.292  0.20
H11 -1.848 -1.781 -1.532  0.21

=====

A single C3H11N3O molecule in a non-equilibrium geometry. Source: OMol25; level of theory: the ωB97M-V functional and the def2-TZVPD basis.

Properties
Structure (SMILES): NC[C@H](O)C(N)N
E_tot (eV): -9805.7409
Gap between HOMO and LUMO (eV): 8.833
Relative energy (zero: lowest compared OMol25 entry of this formula, charge and spin) (kcal/mol): 52.1
Highest occupied orbital energy (eV): -7.90

Each line ends with the natural charge from an NBO analysis.
Positions of all 18 atoms, in Å:
H1 -0.373 -2.147 -2.054  0.37
C1 -0.638 0.461 0.676  0.13
O1 1.684 -0.353 1.157  -0.74
H2 -0.321 2.386 1.247  0.35
H3 -1.498 1.502 -0.800  0.34
N1 -0.384 -1.592 -1.205  -0.85
C2 0.963 0.190 0.076  0.03
H4 -1.267 1.542 2.275  0.37
H5 0.933 -0.144 -2.034  0.20
H6 1.323 1.191 -0.195  0.15
H7 1.847 -1.381 -1.107  0.21
H8 -0.814 -0.491 1.183  0.16
N2 -1.609 0.610 -0.323  -0.93
H9 -0.351 -2.259 -0.439  0.37
H10 1.363 0.128 1.943  0.49
C3 0.985 -0.706 -1.103  -0.23
H11 -1.399 -0.413 -0.984  0.43
N3 -0.446 1.477 1.685  -0.86

=====

2 unconnected molecules or ions with the total composition C3H11N3O in a non-equilibrium geometry. Source: OMol25; level of theory: the ωB97M-V functional and the def2-TZVPD basis.

Properties
E_tot (eV): -9801.1510
Gap between HOMO and LUMO (eV): 8.736
Relative energy (zero: lowest compared OMol25 entry of this formula, charge and spin) (kcal/mol): 158.0
Highest occupied orbital energy (eV): -8.10

Each line ends with the natural charge from an NBO analysis.
Positions of all 18 atoms, in Å:
H1 -1.333 -1.150 -1.648  0.20
C1 -1.215 -0.109 -1.351  -0.42
H2 -0.653 0.424 -2.110  0.23
N1 0.424 1.427 1.450  -0.69
H3 -2.070 -0.051 1.282  0.19
N2 -0.461 -0.068 -0.097  -0.25
C2 1.750 -0.732 -0.586  -0.39
H4 -1.536 -1.646 0.700  0.21
N3 0.126 1.211 0.073  0.14
O1 1.217 1.211 -0.706  -0.47
H5 1.318 -1.663 -0.236  0.18
H6 1.916 -0.776 -1.652  0.20
H7 1.342 1.015 1.636  0.34
H8 -2.199 0.356 -1.220  0.18
H9 2.595 -0.447 0.029  0.19
H10 -0.542 -0.773 1.872  0.22
C3 -1.199 -0.659 1.017  -0.42
H11 0.520 2.431 1.547  0.37

=====

2 unconnected molecules or ions with the total composition C3H11N3O2 in a non-equilibrium geometry. Source: OMol25; level of theory: the ωB97M-V functional and the def2-TZVPD basis.

Properties
Structure (SMILES): NCCNC(N)=O.O
E_tot (eV): -11853.4707
Gap between HOMO and LUMO (eV): 9.920
Relative energy (zero: lowest compared OMol25 entry of this formula, charge and spin) (kcal/mol): 52.3
Highest occupied orbital energy (eV): -9.45

Each line ends with the natural charge from an NBO analysis.
Positions of all 19 atoms, in Å:
C1 -0.577 0.231 -0.516  -0.22
H1 -2.514 0.190 2.738  0.40
H2 -1.038 -1.723 -1.218  0.19
H3 -1.636 0.246 -0.467  0.19
H4 2.064 0.734 -0.567  0.44
H5 2.752 1.267 -1.610  0.46
N1 -2.093 0.423 1.867  -0.89
H6 1.753 -0.722 -1.594  0.34
N2 -0.104 0.848 0.746  -0.66
H7 0.967 1.130 0.681  0.41
H8 1.055 -2.260 -2.175  0.38
O1 -0.189 0.796 3.050  -0.63
H9 -2.749 0.662 1.070  0.40
H10 -0.122 -1.954 0.125  0.20
N3 1.159 -1.578 -1.397  -0.87
O2 2.488 1.563 -0.664  -0.90
C2 -0.139 -1.287 -0.759  -0.25
C3 -0.706 0.598 1.971  0.78
H11 -0.370 0.836 -1.281  0.20

=====

- Number 2 is which compound?
  C3H11N3O

=====

- Which formula does entry 4 have?
  C3H11N3O

=====

- The highest E_tot belongs to which entry?
  C3H11N3